# 1
Entry from OMol25: a cluster of 2 separate species, C36H38F6N5O in total (the ωB97M-V functional and the def2-TZVPD basis).

Atoms and positions in Å:
O: -2.722 0.119 -1.883
C: -3.174 0.760 -2.837
N: -2.780 2.045 -3.085
C: -1.666 2.611 -2.330
C: -0.323 2.230 -2.962
C: -0.156 2.772 -4.402
C: 1.315 3.211 -4.508
C: 1.934 2.985 -3.113
N: 0.807 2.715 -2.233
N: -4.108 0.265 -3.756
C: -4.675 -1.007 -3.711
C: -5.372 -1.496 -4.834
C: -5.997 -2.737 -4.781
C: -6.704 -3.262 -6.010
F: -7.763 -4.066 -5.686
F: -7.185 -2.252 -6.800
F: -5.852 -4.013 -6.788
C: -5.956 -3.515 -3.627
C: -5.258 -3.039 -2.517
C: -5.243 -3.871 -1.254
F: -4.574 -3.270 -0.223
F: -6.521 -4.120 -0.814
F: -4.648 -5.091 -1.467
C: -4.600 -1.818 -2.563
H: -3.094 2.504 -3.930
H: -1.786 3.703 -2.336
H: -1.735 2.224 -1.305
H: -0.298 1.115 -2.981
H: -0.408 1.980 -5.116
H: -0.818 3.632 -4.565
H: 1.846 2.619 -5.258
H: 1.367 4.271 -4.777
H: 2.641 2.134 -3.138
H: 2.493 3.870 -2.778
H: 1.018 2.230 -1.368
H: -4.314 0.864 -4.551
H: -5.419 -0.895 -5.740
H: -6.464 -4.468 -3.591
H: -4.023 -1.475 -1.715
C: 6.811 3.900 0.652
N: 5.779 2.978 1.086
C: 4.458 3.135 0.805
C: 3.708 2.128 1.469
C: 2.317 2.065 1.544
C: 1.558 0.956 2.034
C: 1.946 -0.400 1.866
C: 1.271 -1.445 2.477
C: 0.123 -1.174 3.276
N: -0.522 -2.181 3.932
C: -0.198 -3.573 3.687
C: 1.293 -3.758 3.465
C: 1.794 -2.839 2.355
C: -1.783 -1.951 4.609
C: -1.800 -0.591 5.285
C: -1.475 0.515 4.289
C: -0.316 0.175 3.412
C: 0.363 1.185 2.761
C: 4.695 1.300 2.175
C: 4.600 0.297 3.127
C: 5.767 -0.226 3.705
C: 7.024 0.322 3.408
C: 7.136 1.398 2.506
C: 5.972 1.851 1.897
H: 7.769 3.577 1.064
H: 6.879 3.931 -0.444
H: 6.593 4.923 0.992
H: 4.098 3.954 0.189
H: 1.767 2.980 1.307
H: 2.833 -0.639 1.278
H: -0.532 -4.147 4.562
H: -0.748 -3.958 2.806
H: 1.828 -3.534 4.395
H: 1.488 -4.801 3.202
H: 1.499 -3.253 1.378
H: 2.891 -2.826 2.369
H: -2.631 -2.015 3.899
H: -1.910 -2.750 5.351
H: -2.784 -0.418 5.726
H: -1.054 -0.578 6.089
H: -2.360 0.729 3.671
H: -1.249 1.436 4.839
H: 0.010 2.212 2.865
H: 3.622 -0.071 3.423
H: 5.684 -1.067 4.395
H: 7.913 -0.089 3.886
H: 8.087 1.871 2.272

Output
Kohn-Sham gap, hartree: 0.2190
Energy relative to the best compared isomer or geometry (same formula, charge and spin), kcal per mole: 0.0
Net charge: +1
Max |F|, eV/Å: 1.58
Energy, Eh: -2342.71197
HOMO energy, eV: -10.33

***

# 2
Entry from OMol25: a structure of composition C24H72Br2CuN12O4P4 (the ωB97M-V functional and the def2-TZVPD basis).

Atoms and positions in Å:
Cu: -0.199 0.180 -0.309
Br: 1.963 -0.488 -3.954
Br: -2.753 1.436 3.243
O: 2.554 4.182 0.961
P: 3.062 5.545 1.190
N: 2.318 6.849 0.300
C: 0.852 6.818 0.097
C: 2.924 8.175 -0.066
N: 4.714 5.792 0.853
C: 5.219 5.594 -0.552
C: 5.837 5.618 1.869
N: 2.978 6.221 2.873
C: 3.451 7.511 3.255
C: 2.706 5.332 4.009
H: 0.535 7.763 -0.344
H: 0.235 6.622 0.975
H: 0.646 6.182 -0.764
H: 3.985 7.966 -0.208
H: 2.825 8.982 0.660
H: 2.475 8.492 -1.007
H: 5.914 4.799 -0.822
H: 4.337 5.259 -1.098
H: 5.605 6.560 -0.876
H: 5.620 4.606 2.211
H: 6.759 5.517 1.296
H: 5.933 6.329 2.689
H: 3.930 8.053 2.439
H: 2.576 8.157 3.328
H: 4.063 7.511 4.157
H: 1.738 4.832 4.049
H: 2.864 5.927 4.908
H: 3.415 4.506 3.962
O: 3.459 -2.489 1.976
P: 4.682 -3.108 2.547
N: 6.035 -2.107 2.302
C: 6.224 -1.463 1.045
C: 7.432 -2.493 2.776
N: 5.201 -4.666 1.899
C: 4.769 -5.912 2.528
C: 5.704 -4.747 0.511
N: 4.641 -3.094 4.297
C: 5.619 -3.805 5.075
C: 3.602 -2.334 4.992
H: 5.316 -0.945 0.736
H: 6.578 -2.129 0.257
H: 6.861 -0.590 1.182
H: 8.248 -1.920 2.336
H: 7.786 -3.421 2.327
H: 7.564 -2.549 3.857
H: 5.628 -6.583 2.554
H: 4.152 -5.804 3.420
H: 4.013 -6.396 1.910
H: 5.196 -3.967 -0.056
H: 6.785 -4.621 0.460
H: 5.428 -5.635 -0.059
H: 5.176 -4.643 5.613
H: 6.379 -4.281 4.456
H: 6.074 -3.092 5.762
H: 3.216 -1.501 4.405
H: 4.071 -1.833 5.839
H: 2.898 -3.025 5.455
O: -3.734 2.285 -2.813
P: -4.786 2.898 -3.651
N: -4.160 4.139 -4.739
C: -2.816 3.924 -5.232
C: -4.953 5.073 -5.504
N: -6.148 3.579 -2.745
C: -7.020 2.676 -1.944
C: -6.302 4.923 -2.332
N: -5.608 1.899 -4.824
C: -4.927 0.736 -5.351
C: -7.032 2.169 -5.193
H: -2.803 3.682 -6.295
H: -2.296 3.190 -4.617
H: -2.355 4.910 -5.182
H: -5.334 4.632 -6.425
H: -4.391 5.888 -5.960
H: -5.846 5.389 -4.964
H: -7.670 3.167 -1.220
H: -7.832 2.245 -2.531
H: -6.369 1.924 -1.497
H: -5.509 5.427 -2.884
H: -7.231 5.222 -2.817
H: -6.422 5.028 -1.253
H: -5.582 -0.054 -4.982
H: -4.828 0.881 -6.427
H: -3.888 0.687 -5.024
H: -7.064 3.194 -5.562
H: -7.688 1.990 -4.341
H: -7.397 1.533 -5.999
O: -2.700 -4.049 -0.209
P: -3.116 -5.476 0.073
N: -1.930 -6.625 -0.288
C: -1.800 -7.920 0.378
C: -1.170 -6.523 -1.527
N: -4.445 -5.947 -0.959
C: -5.671 -5.211 -0.624
C: -4.269 -6.028 -2.415
N: -3.659 -5.947 1.676
C: -4.520 -7.163 1.887
C: -3.355 -5.094 2.856
H: -2.018 -7.967 1.445
H: -0.868 -8.457 0.202
H: -2.557 -8.581 -0.046
H: -1.282 -7.467 -2.061
H: -0.109 -6.551 -1.281
H: -1.488 -5.629 -2.065
H: -6.562 -5.704 -1.013
H: -5.754 -5.293 0.459
H: -5.638 -4.172 -0.952
H: -3.684 -5.156 -2.705
H: -3.848 -7.002 -2.667
H: -5.302 -6.063 -2.760
H: -4.315 -7.696 2.816
H: -5.581 -6.934 1.980
H: -4.452 -7.846 1.041
H: -4.067 -4.269 2.818
H: -2.383 -4.643 2.657
H: -3.285 -5.505 3.863

Output
2S+1: 2
Kohn-Sham gap (spin up / spin down), hartree: 0.1587 / 0.0982
Energy relative to the best compared isomer or geometry (same formula, charge and spin), kcal per mole: 259.5
Max |F|, eV/Å: 4.55
Energy, Eh: -10069.40422
HOMO energy (spin up / spin down), eV: -6.75 / -6.78

***

# 3
Entry from OMol25: a cluster of 3 separate species, C24H53N2O5P2 in total (the ωB97M-V functional and the def2-TZVPD basis).

Atoms and positions in Å:
C: 3.105 -1.044 2.054
C: 2.279 -0.934 0.655
C: 2.732 -2.252 -0.181
C: 0.733 -1.059 1.023
C: -0.125 0.292 0.992
C: -0.622 0.667 2.483
C: 0.506 1.331 3.395
C: 0.335 2.910 3.514
N: 1.532 3.726 3.232
O: -0.754 3.405 3.839
P: -1.739 -0.142 0.025
P: -3.178 -1.158 1.334
O: -4.386 -1.489 0.430
O: -2.569 -2.632 1.885
O: -3.741 -0.157 2.590
C: 0.526 1.517 0.198
C: 1.657 0.997 -0.794
C: 1.135 0.156 -2.041
C: 2.348 2.328 -1.412
N: 2.705 0.341 0.032
O: 3.852 0.250 -0.590
H: 3.304 0.028 2.404
H: 4.141 -1.501 1.899
H: 2.578 -1.681 2.825
H: 2.906 -2.018 -1.285
H: 1.912 -3.055 -0.166
H: 3.657 -2.744 0.249
H: 0.247 -1.803 0.296
H: 0.589 -1.526 2.059
H: -1.527 1.346 2.383
H: -0.960 -0.288 3.020
H: 0.384 0.884 4.445
H: 1.567 1.092 3.078
H: 2.230 3.079 2.825
H: 1.306 4.389 2.479
H: -2.326 1.098 -0.441
H: -2.820 -3.278 1.190
H: -3.845 0.725 2.165
H: 1.029 2.274 0.894
H: -0.266 2.111 -0.378
H: 0.095 0.573 -2.300
H: 0.967 -0.950 -1.836
H: 1.751 0.308 -2.993
H: 1.526 3.024 -1.806
H: 3.021 2.056 -2.288
H: 2.977 2.801 -0.596
C: -3.634 -9.842 1.338
C: -2.400 -9.123 1.867
C: -2.702 -7.731 2.423
C: -3.261 -6.728 1.409
C: -2.380 -6.481 0.182
C: -1.022 -5.883 0.525
H: -4.081 -9.311 0.495
H: -3.367 -10.844 0.992
H: -4.389 -9.947 2.121
H: -1.643 -9.064 1.079
H: -1.962 -9.727 2.668
H: -1.788 -7.325 2.870
H: -3.421 -7.826 3.245
H: -3.428 -5.775 1.924
H: -4.247 -7.063 1.071
H: -2.906 -5.791 -0.486
H: -2.242 -7.408 -0.382
H: -1.137 -4.933 1.056
H: -0.455 -5.691 -0.389
H: -0.429 -6.556 1.147
C: 2.474 5.430 -4.530
C: 2.544 6.627 -3.591
C: 1.608 6.509 -2.388
C: 0.115 6.438 -2.721
C: -0.430 7.617 -3.529
C: -0.318 8.950 -2.801
H: 1.482 5.323 -4.974
H: 3.191 5.550 -5.346
H: 2.719 4.506 -4.000
H: 2.335 7.545 -4.150
H: 3.571 6.720 -3.222
H: 1.791 7.354 -1.717
H: 1.875 5.611 -1.818
H: -0.445 6.362 -1.782
H: -0.092 5.512 -3.269
H: -1.487 7.428 -3.745
H: 0.074 7.683 -4.498
H: -0.850 8.919 -1.846
H: -0.757 9.747 -3.406
H: 0.723 9.219 -2.608

Output
2S+1: 2
Kohn-Sham gap (spin up / spin down), hartree: 0.3436 / 0.3239
Max |F|, eV/Å: 4.97
Energy, Eh: -2114.58943
HOMO energy (spin up / spin down), eV: -9.24 / -9.35

***

# 4
Entry from OMol25: a cluster of 2 separate species, C4H12 in total (the ωB97M-V functional and the def2-TZVPD basis).

Atoms and positions in Å:
C: -0.041 0.182 1.723
C: 0.675 -1.103 1.813
H: -1.181 0.090 1.649
H: 0.257 0.807 0.857
H: 0.243 0.848 2.518
H: 1.150 -1.437 0.871
H: 0.032 -1.991 2.113
H: 1.589 -1.171 2.442
C: -0.504 -0.271 -1.786
C: -0.302 1.239 -1.627
H: 0.293 -0.933 -1.485
H: -0.652 -0.573 -2.786
H: -1.410 -0.600 -1.326
H: 0.122 1.556 -0.623
H: -0.970 1.895 -2.144
H: 0.699 1.463 -2.208

Output
2S+1: 2
Kohn-Sham gap (spin up / spin down), hartree: 0.5182 / 0.1715
Energy relative to the best compared isomer or geometry (same formula, charge and spin), kcal per mole: 16.4
Net charge: +1
Max |F|, eV/Å: 3.48
Energy, Eh: -159.14375
HOMO energy (spin up / spin down), eV: -16.99 / -15.75